*a*
Density functional theory data (wB97M-V/def2-TZVPD) for a 2-piece molecular cluster, C4H13N2S overall.

```
20
Properties=species:S:1:pos:R:3
N -3.0578 -1.6637 1.4897
C -1.9026 -1.2975 0.9793
N -1.5975 -0.0925 0.6145
H -3.7954 -1.0250 1.7375
H -3.2549 -2.6294 1.6897
H -1.1751 -2.0903 0.8518
H -0.6048 0.1113 0.3054
H -2.2779 0.6453 0.7523
C 0.1375 1.0409 -2.4307
C 1.1930 1.2742 -1.3460
S 1.4280 -0.1175 -0.2223
C 2.3433 0.6864 1.1311
H 0.4841 1.5195 -3.3345
H -0.8334 1.4388 -2.1520
H 0.0047 -0.0166 -2.6591
H 0.9654 2.1753 -0.7742
H 2.1546 1.4567 -1.8260
H 3.1740 1.2468 0.7163
H 1.6762 1.3241 1.7033
H 2.7416 -0.0989 1.7625
```

## Properties
Frontier orbital gap = 9.27 eV
LUMO energy = -0.1162 Ha
Net charge = +1

---

*b*
Density functional theory data (wB97M-V/def2-TZVPD) for a 3-piece molecular cluster, C4H13N2S overall.

```
20
Properties=species:S:1:pos:R:3
N 3.6985 -1.1645 -0.1956
C -1.7494 0.8608 -1.2010
C -2.5857 1.8102 -1.6479
S 0.3542 -1.8046 -0.4043
C -0.9085 1.0593 -0.0058
N -1.1881 0.1639 1.1136
C -0.0884 -0.0808 2.0221
H 4.2973 -0.7263 -0.8819
H 2.8092 -1.4902 -0.5359
H 4.1485 -1.8335 0.3976
H -1.8283 -0.1541 -1.6009
H -3.1151 1.7049 -2.5830
H -2.7060 2.6873 -1.0228
H 0.6204 -2.9080 -1.1123
H -0.9672 2.1104 0.2935
H 0.1580 0.8554 -0.2503
H -1.4544 -0.7562 0.7106
H 0.8647 -0.4616 1.5950
H 0.0987 0.8800 2.5159
H -0.4583 -0.7522 2.7933
```

## Properties
Frontier orbital gap = 4.00 eV
LUMO energy = -0.3383 Ha
Net charge = +1

---

*c*
Density functional theory data (wB97M-V/def2-TZVPD) for an isolated ion of composition C4H13N2S and charge +1.

```
20
Properties=species:S:1:pos:R:3
C 1.3902 1.6494 0.7615
N 0.3560 0.5346 0.8073
C -0.3579 0.0268 -0.4156
C -1.7780 -0.4851 -0.0234
S -2.7717 -1.4202 -1.3741
C 2.6601 0.9493 0.2377
N 3.0283 0.0866 1.3476
H 1.0988 2.3691 -0.0009
H 1.4340 2.1679 1.7250
H -0.4266 0.9748 1.3044
H -0.3990 0.8361 -1.1899
H 0.2716 -0.8061 -0.7349
H -2.4044 0.3685 0.3396
H -1.6641 -1.3130 0.7161
H -2.5037 -0.6813 -2.3552
H 2.2599 0.4128 -0.5324
H 3.3915 1.6330 -0.1245
H 3.7851 -0.5616 0.9422
H 3.6626 0.4580 2.0357
H 0.6652 -0.3260 1.4161
```

## Properties
Frontier orbital gap = 9.79 eV
LUMO energy = -0.1126 Ha
Net charge = +1

---

Last place for stability: *b*

---

*a*
Density functional theory data (wB97M-V/def2-TZVPD) for one molecule with the formula C4H3N3O.

```
11
Properties=species:S:1:pos:R:3
C -1.7999 -0.3484 -0.0238
C -1.0338 0.7329 -0.0516
C 1.6420 0.6831 0.0128
C 0.2021 -0.9730 -0.0743
H -2.8481 -0.4266 0.3694
H -1.2708 1.7552 -0.3852
H 2.0301 1.5987 0.2199
N 0.2652 0.3140 0.0108
N 2.4212 -0.3723 -0.0403
N -1.1098 -1.4760 -0.0162
O 1.5018 -1.4877 -0.0215
```

## Properties
Frontier orbital gap = 9.43 eV
LUMO energy = 0.0206 Ha

---

*b*
Density functional theory data (wB97M-V/def2-TZVPD) for one molecule with the formula C4H3N3O.

```
11
Properties=species:S:1:pos:R:3
C -0.4747 0.4318 -1.0586
C -1.0406 -0.2984 -0.1153
C -0.6287 -0.3700 1.1735
C 1.0825 0.0809 -1.0093
H -1.9161 -0.9312 -0.3372
H -1.3591 -0.9024 1.9256
H 1.5907 -0.1760 -1.9851
N 0.4303 0.2545 1.8464
N 1.4729 0.5642 1.3016
N 1.8771 0.0867 0.0557
O -1.0343 1.2599 -1.7973
```

## Properties
Frontier orbital gap = 8.70 eV
LUMO energy = -0.0400 Ha

---

Last place for stability: *b*

---

*a*
Density functional theory data (wB97M-V/def2-TZVPD) for one molecule with the formula C4H3N3O.

```
11
Properties=species:S:1:pos:R:3
C -1.1243 0.0506 -0.0782
C -0.5560 1.3405 0.2139
C 0.7525 1.3365 0.4176
C -0.4960 -1.1400 0.6112
H -1.2203 2.1328 0.5160
H 1.2739 2.1519 0.8090
H -0.9921 -1.7102 1.4896
N 1.6252 0.5717 -0.4139
N 1.5034 -0.7013 -0.5888
N 0.7463 -1.4644 0.2887
O -2.2053 -0.1178 -0.6005
```

## Properties
Frontier orbital gap = 9.21 eV
LUMO energy = -0.0348 Ha

---

*b*
Density functional theory data (wB97M-V/def2-TZVPD) for C4H3N3O as an isolated structure.

```
11
Properties=species:S:1:pos:R:3
C -1.7538 0.2073 -1.0886
C 0.2577 0.2208 -0.6984
C 1.5655 0.0976 0.9472
C -0.7744 -0.0148 0.2042
H -1.6513 1.5510 -1.1932
H -2.6937 -0.4471 -1.4018
H 2.5383 0.4817 1.5623
N 1.4801 0.3597 -0.4268
N 0.5099 -0.3768 1.8072
N -0.7659 -0.5341 1.4966
O -0.3166 -0.0991 -1.9117
```

## Properties
Frontier orbital gap = 9.30 eV
LUMO energy = -0.0159 Ha

---

Last place for stability: *b*

---

*a*
Density functional theory data (wB97M-V/def2-TZVPD) for one molecule with the formula C4H3N3O.

```
11
Properties=species:S:1:pos:R:3
C 1.2718 -1.1014 0.9292
C 0.6869 0.4980 -0.3776
C -1.2120 1.2723 -0.9522
C -0.1095 -0.5353 0.2831
H 1.3386 -2.2649 0.5965
H 1.2278 -0.6470 2.0568
H -2.0399 2.1434 -0.9450
N 0.1531 1.4281 -1.1525
N -1.9064 0.1743 -0.5397
N -1.2916 -0.9631 0.0739
O 1.8813 -0.0044 0.0275
```

## Properties
Frontier orbital gap = 9.96 eV
LUMO energy = -0.0016 Ha

---

*b*
Density functional theory data (wB97M-V/def2-TZVPD) for C4H3N3O as an isolated structure.

```
11
Properties=species:S:1:pos:R:3
C 1.6190 -0.5263 -0.6209
C -0.3810 -0.6917 -0.2741
C -1.7581 0.6165 0.6337
C 0.5566 0.3761 -0.1388
H 2.0848 -0.6481 -1.5441
H 2.3109 -0.7475 0.1711
H -2.7624 0.8012 0.7637
N -1.6124 -0.6869 0.0892
N -1.0145 1.5877 0.8854
N 0.3348 1.4351 0.5931
O 0.6225 -1.5161 -0.5582
```

## Properties
Frontier orbital gap = 10.01 eV
LUMO energy = 0.0005 Ha

---

Last place for stability: *a*